A structure of composition C8H18HgN6OS. Source: the OMol25 dataset; level of theory: wB97M-V/def2-TZVPD.

Computed properties:
- ΔE to the lowest compared entry with this formula, charge and spin (kcal/mol) = 4.2
- spin multiplicity = 2
- frontier orbital gap (alpha / beta) (eV) = 9.234 / 5.905
- charge = +1
- HOMO level (alpha / beta) (eV) = -11.7 / -11.8

Atoms and positions in Å:
Hg 0.68 -0.97 -0.52
C -2.24 1.68 3.78
C -0.81 1.77 3.43
N 0.07 2.57 3.91
N 1.24 2.27 3.28
C 1.11 1.28 2.39
S 2.30 0.66 1.40
N -0.21 0.93 2.48
N -0.81 -0.08 1.76
H -2.50 2.48 4.46
H -2.45 0.72 4.25
H -2.86 1.76 2.88
H 2.08 2.78 3.49
H -1.13 -0.83 2.36
H -1.59 0.28 1.21
C -0.16 3.83 -3.34
N -0.35 2.81 -2.31
C 0.50 2.92 -1.13
C -1.10 1.68 -2.39
O -1.09 0.90 -1.41
N -1.88 1.37 -3.47
C -2.27 2.16 -4.63
C -2.54 0.07 -3.47
H 0.62 4.51 -3.01
H -1.06 4.42 -3.48
H 0.15 3.39 -4.28
H 0.83 3.95 -1.02
H 1.38 2.27 -1.20
H -0.05 2.64 -0.23
H -1.88 3.16 -4.62
H -3.36 2.21 -4.66
H -1.94 1.65 -5.54
H -2.17 -0.54 -2.66
H -2.35 -0.43 -4.43
H -3.62 0.19 -3.36

---

The ion C8H18N4O2P with charge +1 in a non-equilibrium geometry. Source: the OMol25 dataset; level of theory: wB97M-V/def2-TZVPD.

Computed properties:
- ΔE to the lowest compared entry with this formula, charge and spin (kcal/mol) = 13.4
- frontier orbital gap (alpha / beta) (eV) = 7.769 / 7.768
- structure (SMILES) = CCC/[NH+]=C/CCN(N)[C@@]12O[P@@]1(O)=C2N
- charge = +1
- HOMO level (alpha / beta) (eV) = -11.1 / -11.1

Atoms and positions in Å:
C -3.78 0.65 -1.09
C -2.84 0.73 0.15
C -2.43 -0.68 0.61
N -0.90 -0.91 0.79
C -0.03 -1.25 -0.16
C 1.21 -1.95 0.33
C 2.64 -1.60 -0.27
N 2.97 -0.34 0.19
N 3.86 -0.35 1.29
C 2.01 0.63 0.13
O 2.08 1.71 0.99
P 0.79 2.50 0.26
O -0.27 2.35 1.49
C 0.87 0.87 -0.64
N 0.67 0.81 -2.05
H -3.39 0.02 -1.84
H -4.67 0.14 -0.79
H -4.00 1.63 -1.50
H -3.22 1.28 0.92
H -1.93 1.24 -0.30
H -2.73 -0.98 1.58
H -2.82 -1.41 -0.07
H -0.70 -0.94 1.79
H -0.26 -1.23 -1.16
H 1.14 -2.91 -0.03
H 1.15 -1.91 1.46
H 3.35 -2.40 -0.03
H 2.48 -1.56 -1.41
H 4.80 -0.03 0.83
H 3.47 0.27 2.00
H -1.02 3.00 1.33
H 1.44 1.01 -2.63
H 0.05 1.62 -2.20

---

A structure of composition C8H18N4O2Pd in a non-equilibrium geometry. Source: the OMol25 dataset; level of theory: wB97M-V/def2-TZVPD.

Computed properties:
- frontier orbital gap (eV) = 2.775
- charge = +2
- HOMO level (eV) = -16.3

Atoms and positions in Å:
N 2.51 -2.69 0.30
C 2.45 -1.48 0.10
C 3.45 -0.77 -0.79
O 3.35 0.66 -0.74
C 2.22 1.14 -1.27
O 1.92 0.95 -2.37
N 1.35 1.96 -0.41
N 1.96 1.99 0.87
C 0.03 1.28 -0.48
C -0.97 1.67 0.59
C -1.65 0.34 1.02
C -2.84 -0.07 0.13
C -2.56 -1.26 -0.93
N -1.66 -2.29 -0.53
H 1.76 -2.97 0.93
H 1.65 -0.91 0.63
H 4.44 -1.03 -0.42
H 3.41 -1.09 -1.84
H 1.72 1.17 1.43
H 1.60 2.82 1.34
H -0.41 1.54 -1.46
H 0.17 0.16 -0.54
H -1.74 2.38 0.25
H -0.52 2.10 1.49
H -0.85 -0.40 1.10
H -2.06 0.48 2.10
H -3.74 -0.30 0.74
H -3.09 0.81 -0.47
H -3.54 -1.74 -1.09
H -2.27 -0.88 -1.92
H -0.73 -2.05 -0.87
H -1.64 -2.46 0.48
Pd -3.74 0.92 2.65

---

The ion C8H18NO with charge -1 in a non-equilibrium geometry. Source: the OMol25 dataset; level of theory: wB97M-V/def2-TZVPD.

Computed properties:
- ΔE to the lowest compared entry with this formula, charge and spin (kcal/mol) = 0.0
- frontier orbital gap (eV) = 5.307
- structure (SMILES) = CN([O-])C(C)(C)C(C)(C)C
- charge = -1
- HOMO level (eV) = -1.7

Atoms and positions in Å:
C -2.55 -0.40 0.79
N -1.50 0.52 0.34
O -2.06 1.47 -0.53
C -0.30 -0.35 -0.35
C -0.57 -0.23 -1.78
C -0.25 -1.75 0.24
C 1.03 0.41 0.13
C 1.06 1.73 -0.63
C 2.28 -0.35 -0.25
C 0.82 0.69 1.63
H -2.18 -1.03 1.70
H -3.33 0.29 1.09
H -3.01 -1.08 0.01
H -1.15 0.75 -1.79
H -1.26 -0.97 -2.26
H 0.25 -0.37 -2.43
H 0.53 -2.35 -0.23
H -0.35 -1.61 1.38
H -1.12 -2.44 -0.01
H 0.25 2.42 -0.76
H 1.43 1.51 -1.57
H 1.82 2.40 -0.12
H 2.51 -1.20 0.51
H 2.18 -0.82 -1.17
H 3.13 0.32 -0.02
H 1.31 0.04 2.31
H 1.25 1.70 1.88
H -0.22 0.73 1.90

---

A cluster of 2 separate species, C8H18NO4S in total. Source: the OMol25 dataset; level of theory: wB97M-V/def2-TZVPD.

Computed properties:
- ΔE to the lowest compared entry with this formula, charge and spin (kcal/mol) = 0.0
- frontier orbital gap (eV) = 11.858
- charge = +1
- HOMO level (eV) = -14.4

Atoms and positions in Å:
C -0.66 -1.98 -0.21
C 0.19 -2.62 -1.30
C 1.59 -2.00 -1.49
C 1.53 -0.61 -2.18
C 2.27 0.37 -1.27
N 2.14 -0.28 0.08
C 2.37 -1.74 -0.20
H -0.70 -0.90 -0.32
H -1.67 -2.38 -0.19
H -0.24 -2.19 0.78
H -0.32 -2.53 -2.27
H 0.29 -3.69 -1.11
H 2.17 -2.69 -2.11
H 0.49 -0.29 -2.32
H 1.99 -0.63 -3.17
H 3.33 0.43 -1.49
H 1.82 1.36 -1.22
H 1.18 -0.12 0.40
H 2.76 0.10 0.79
H 3.45 -1.83 -0.36
H 2.09 -2.34 0.66
C -3.23 2.16 2.42
C -3.21 2.99 1.14
O -1.81 3.32 0.99
S -0.91 2.15 1.53
O -0.47 1.32 0.44
O 0.09 2.67 2.39
O -2.03 1.36 2.31
H -3.16 2.78 3.31
H -4.07 1.48 2.48
H -3.76 3.92 1.22
H -3.54 2.42 0.27

---

A cluster of 2 separate species, C8H18O in total in a non-equilibrium geometry. Source: the OMol25 dataset; level of theory: wB97M-V/def2-TZVPD.

Computed properties:
- ΔE to the lowest compared entry with this formula, charge and spin (kcal/mol) = 26.4
- frontier orbital gap (eV) = 10.298
- structure (SMILES) = CC(C)(C)O.C=C(C)C
- charge = 0
- HOMO level (eV) = -9.4

Atoms and positions in Å:
C 1.04 0.88 -0.34
C 1.49 -0.18 0.83
C 2.90 -0.67 0.47
C 1.48 0.57 2.16
O 0.62 -1.25 0.93
H 1.81 1.65 -0.32
H 1.04 0.41 -1.32
H 0.09 1.36 -0.11
H 3.61 0.15 0.45
H 2.90 -1.16 -0.50
H 3.23 -1.39 1.22
H 0.49 0.96 2.36
H 2.20 1.40 2.15
H 1.75 -0.11 2.96
H 0.11 -1.44 0.02
C -1.35 -1.45 -1.23
C -1.94 -0.27 -0.95
C -2.42 0.06 0.43
C -2.12 0.80 -1.98
H -1.53 -2.30 -0.59
H -1.17 -1.73 -2.26
H -2.24 1.11 0.67
H -1.92 -0.55 1.17
H -3.50 -0.12 0.49
H -1.84 0.46 -2.97
H -3.17 1.09 -2.02
H -1.56 1.70 -1.73

---

The molecule C8H18O3SSi in a non-equilibrium geometry. Source: the OMol25 dataset; level of theory: wB97M-V/def2-TZVPD.

Computed properties:
- ΔE to the lowest compared entry with this formula, charge and spin (kcal/mol) = 64.0
- frontier orbital gap (eV) = 10.064
- structure (SMILES) = C[C@H]1C[C@@H]([Si](C)(C)C)S(=O)(=O)CO1
- charge = 0
- HOMO level (eV) = -9.4

Atoms and positions in Å:
C -2.29 -1.10 -2.80
C -1.76 -0.94 -1.37
C -0.59 -0.06 -1.23
C -0.04 -0.22 0.15
Si 1.72 0.45 0.57
C 2.18 -0.30 2.24
C 1.66 2.34 0.96
C 2.86 -0.46 -0.81
S -1.21 0.43 1.33
O -1.36 1.81 1.12
O -0.87 0.08 2.68
C -2.83 -0.30 0.77
O -2.86 -0.27 -0.61
H -3.41 -0.77 -2.85
H -2.14 -2.16 -3.06
H -1.72 -0.31 -3.40
H -1.52 -1.83 -0.76
H 0.26 -0.26 -1.91
H -0.88 1.03 -1.42
H 0.04 -1.27 0.36
H 2.73 0.57 2.61
H 1.34 -0.65 2.82
H 2.88 -1.18 2.20
H 1.55 2.62 2.06
H 2.54 2.95 0.70
H 0.78 2.67 0.42
H 3.89 -0.38 -0.64
H 2.73 -1.52 -0.83
H 2.82 0.06 -1.73
H -3.65 0.23 1.15
H -2.85 -1.24 1.28

---

The molecule C8H18O5Si in a non-equilibrium geometry. Source: the OMol25 dataset; level of theory: wB97M-V/def2-TZVPD.

Computed properties:
- ΔE to the lowest compared entry with this formula, charge and spin (kcal/mol) = 2.9
- frontier orbital gap (eV) = 10.646
- structure (SMILES) = CCOC(=O)[C@@H](C)[Si](OC)(OC)OC
- charge = 0
- HOMO level (eV) = -9.8

Atoms and positions in Å:
C -3.78 -0.41 -2.41
C -2.45 -0.88 -1.77
O -2.02 -0.13 -0.66
C -1.09 -0.94 -0.06
O -0.80 -2.00 -0.53
C -0.41 -0.44 1.21
C -0.46 -1.35 2.38
Si 1.29 0.33 0.72
O 1.10 1.28 -0.57
C 0.57 2.54 -0.61
O 2.32 -0.93 0.35
C 2.15 -1.72 -0.79
O 1.98 1.12 2.06
C 3.02 1.95 1.87
H -4.53 -0.41 -1.58
H -3.59 0.69 -2.55
H -4.19 -0.92 -3.29
H -2.42 -1.93 -1.37
H -1.59 -0.86 -2.51
H -0.96 0.51 1.43
H 0.39 -1.27 3.06
H -0.39 -2.41 2.08
H -1.40 -1.16 3.01
H 1.16 3.16 0.12
H 0.41 3.03 -1.61
H -0.47 2.40 -0.27
H 1.05 -1.90 -0.89
H 2.54 -2.72 -0.61
H 2.65 -1.21 -1.62
H 3.98 1.47 2.20
H 2.84 2.87 2.46
H 3.10 2.21 0.79